# 1
Formula: C23H55N7O7P2
Source: the OMol25 dataset
Level of theory: wB97M-V/def2-TZVPD

Output
SMILES string: CCOC(=O)CCC[C@@]1(CNC)COC(=O)O1.CN(C)P(=O)(N(C)C)N(C)C.CN(C)P(=O)(N(C)C)N(C)C
Energy, Eh: -2502.08397
Orbital gap, eV: 9.153
Charge: 0
Highest occupied orbital energy, eV: -8.58

```
94
Properties=species:S:1:pos:R:3:mulliken_charge:R:1
C 3.26 0.52 1.23 -1.2316
C 2.05 -0.38 1.31 0.1431
O 1.44 -0.56 0.00 -0.2599
C 1.41 -1.84 -0.46 0.1173
O 2.40 -2.33 -0.90 -0.6006
C 0.11 -2.60 -0.39 0.0008
C -0.31 -2.84 1.08 -0.2188
C -1.82 -2.90 1.32 -1.8155
C -2.63 -1.63 0.98 2.2908
C -1.80 -0.35 1.07 -0.2617
N -2.48 0.91 0.86 -0.2243
C -2.74 1.32 -0.51 -0.9759
C -3.41 -1.84 -0.34 -0.8062
O -4.74 -1.42 -0.03 -0.3908
C -4.83 -1.13 1.28 0.4239
O -5.74 -0.58 1.81 -0.5456
O -3.71 -1.58 1.93 -0.5210
H 3.80 0.45 2.17 0.2405
H 3.91 0.17 0.43 0.3933
H 2.97 1.55 1.04 0.2355
H 2.30 -1.36 1.72 0.4013
H 1.30 0.06 1.98 -0.0171
H 0.22 -3.54 -0.92 0.5556
H -0.63 -2.00 -0.93 0.0258
H 0.12 -2.08 1.73 -0.1527
H 0.12 -3.79 1.38 0.5799
H -2.22 -3.78 0.81 0.3565
H -1.95 -3.08 2.39 0.3841
H -0.92 -0.40 0.43 -0.2546
H -1.42 -0.33 2.10 0.0431
H -3.32 0.98 1.43 0.3897
H -1.84 1.19 -1.12 0.3053
H -3.00 2.38 -0.52 0.3812
H -3.58 0.81 -1.00 0.2496
H -3.50 -2.87 -0.66 0.3854
H -2.98 -1.29 -1.18 0.2812
O 2.22 0.50 4.44 -0.9768
P 1.46 1.67 4.94 1.1110
N 2.62 2.78 5.47 0.0906
C 2.53 3.61 6.66 -0.9542
C 3.72 3.06 4.57 -0.9855
N 0.56 1.03 6.23 0.2674
C 0.29 1.71 7.48 -1.1007
C 0.63 -0.42 6.43 -1.0433
N 0.23 2.75 4.48 0.0200
C -0.96 2.06 3.96 -1.2237
C 0.65 3.75 3.48 -0.9212
H 1.60 4.18 6.71 0.3305
H 3.34 4.34 6.65 0.3975
H 2.63 3.03 7.57 0.2376
H 3.48 3.83 3.83 0.3022
H 4.01 2.16 4.03 0.1678
H 4.60 3.39 5.13 0.4614
H 1.12 1.62 8.19 0.3088
H -0.60 1.28 7.95 0.3270
H 0.07 2.76 7.31 0.3174
H 1.55 -0.72 6.96 0.3178
H 0.60 -0.95 5.48 0.1935
H -0.23 -0.74 7.02 0.3517
H -0.74 1.50 3.05 0.4307
H -1.74 2.79 3.73 0.4466
H -1.38 1.37 4.70 0.2740
H 1.11 3.30 2.59 0.2535
H 1.34 4.47 3.92 0.3125
H -0.23 4.31 3.15 0.3588
O -1.98 0.03 -5.88 -0.8772
P -0.72 -0.68 -6.19 0.4365
N -0.54 -1.83 -4.96 0.4924
C 0.70 -2.19 -4.30 -1.1069
C -1.69 -2.66 -4.66 -1.1288
N 0.44 0.56 -6.08 0.2587
C 1.77 0.40 -5.52 -0.9805
C -0.05 1.91 -5.88 -0.9746
N 0.10 -1.49 -7.43 0.0873
C 0.15 -0.72 -8.70 -1.0631
C -0.42 -2.83 -7.74 -0.9982
H 1.50 -2.45 -5.00 0.3655
H 0.58 -3.06 -3.66 0.4777
H 1.04 -1.38 -3.65 0.1941
H -1.77 -3.54 -5.32 0.3249
H -2.61 -2.09 -4.76 0.3574
H -1.64 -3.02 -3.63 0.3202
H 1.78 0.48 -4.43 0.2759
H 2.43 1.18 -5.92 0.3462
H 2.22 -0.55 -5.81 0.2705
H -0.32 2.12 -4.83 0.2414
H -0.93 2.10 -6.49 0.3195
H 0.72 2.62 -6.18 0.3330
H -0.85 -0.57 -9.13 0.3378
H 0.75 -1.27 -9.42 0.4142
H 0.61 0.25 -8.54 0.3123
H -1.49 -2.84 -7.95 0.3480
H -0.21 -3.52 -6.92 0.2413
H 0.10 -3.22 -8.62 0.3938
```

# 2
Formula: C23H56B3I2N3O10
Source: the OMol25 dataset
Level of theory: wB97M-V/def2-TZVPD

Output
Energy, Eh: -2496.64803
Orbital gap, eV: 8.602
Charge: 0
Highest occupied orbital energy, eV: -8.56

```
97
Properties=species:S:1:pos:R:3:mulliken_charge:R:1
C 1.31 2.07 2.57 -0.6004
O 1.02 0.68 2.65 -0.3787
C 2.16 -0.15 2.83 -0.4702
B 3.04 -0.24 1.52 0.2773
O 3.07 -1.36 0.72 -0.4079
B 3.95 -1.38 -0.36 0.4838
O 5.04 -0.54 -0.35 -0.6919
B 5.10 0.34 0.70 0.4237
C 6.43 0.74 1.45 -0.9586
I 7.82 -0.87 1.18 0.0834
C 6.13 1.01 2.94 -0.1230
C 5.63 2.43 3.13 -0.8818
I 7.82 0.73 4.22 0.1130
O 3.86 0.82 1.12 0.4297
H 2.28 2.30 3.03 0.2109
H 0.52 2.61 3.08 0.3621
H 1.35 2.40 1.52 0.1928
H 1.79 -1.15 3.08 0.1787
H 2.76 0.19 3.68 0.3029
H 3.75 -2.09 -1.29 -0.1507
H 6.90 1.62 1.02 0.6040
H 5.40 0.29 3.31 0.2703
H 5.28 2.59 4.15 0.4453
H 4.79 2.63 2.46 -0.1294
H 6.42 3.15 2.93 0.4784
C -2.02 -6.91 0.22 -0.7089
O -1.22 -6.45 1.29 -0.3498
C 0.13 -6.19 0.95 -0.8679
C 0.43 -4.71 1.01 -0.0082
N -0.26 -3.98 -0.04 -0.2989
C -0.20 -2.53 0.07 -0.4668
C -0.84 -1.88 1.29 -0.3172
O -2.25 -1.98 1.34 -0.3305
C -2.76 -3.18 1.88 -0.6319
H -2.98 -7.22 0.65 0.2392
H -2.21 -6.13 -0.53 0.2931
H -1.57 -7.77 -0.28 0.3494
H 0.36 -6.58 -0.05 0.4187
H 0.77 -6.71 1.67 0.3849
H 1.51 -4.56 0.89 0.2624
H 0.16 -4.36 2.02 0.1842
H -1.23 -4.27 -0.05 0.1198
H -0.69 -2.11 -0.81 0.3388
H 0.85 -2.23 0.03 0.1059
H -0.62 -0.81 1.25 0.2860
H -0.41 -2.24 2.24 0.2340
H -2.11 -3.58 2.66 0.3335
H -2.92 -3.95 1.12 0.2203
H -3.73 -2.95 2.33 0.2374
C 5.03 5.55 -5.32 -0.7058
O 3.83 4.90 -4.97 -0.3527
C 3.96 3.50 -4.75 -0.8268
C 3.74 3.15 -3.30 -0.1716
N 4.82 3.66 -2.47 -0.2451
C 4.59 3.56 -1.03 0.1263
C 3.43 4.33 -0.42 -0.4293
O 3.58 5.73 -0.45 -0.4629
C 3.18 6.37 -1.64 -0.5534
H 4.77 6.57 -5.61 0.2419
H 5.74 5.60 -4.48 0.2913
H 5.52 5.06 -6.17 0.3487
H 4.94 3.14 -5.09 0.4173
H 3.19 3.00 -5.35 0.3891
H 3.69 2.06 -3.20 0.3154
H 2.76 3.55 -3.01 0.1997
H 4.99 4.63 -2.71 0.1031
H 5.51 3.90 -0.54 0.3818
H 4.46 2.50 -0.78 -0.4474
H 3.38 4.05 0.63 0.2454
H 2.47 4.05 -0.87 0.3163
H 2.34 5.85 -2.11 0.2654
H 3.99 6.45 -2.37 0.1845
H 2.86 7.38 -1.38 0.3012
C -6.38 1.67 0.14 -0.7293
O -5.79 0.52 -0.41 -0.3978
C -5.37 -0.45 0.54 -0.6564
C -6.22 -1.69 0.46 -0.0039
N -7.58 -1.44 0.91 -0.3502
C -8.53 -2.52 0.66 -0.7105
C -8.81 -2.91 -0.78 -0.5024
O -9.50 -1.92 -1.53 -0.4269
C -8.70 -0.92 -2.11 -0.5273
H -6.51 2.39 -0.66 0.2569
H -7.36 1.47 0.59 0.3026
H -5.74 2.12 0.91 0.3490
H -5.39 -0.03 1.56 0.4327
H -4.33 -0.72 0.31 0.2138
H -5.78 -2.47 1.09 0.3122
H -6.18 -2.05 -0.58 0.0933
H -7.92 -0.59 0.47 0.1114
H -9.48 -2.23 1.12 0.3725
H -8.18 -3.41 1.19 0.3902
H -9.47 -3.78 -0.76 0.3641
H -7.90 -3.21 -1.32 0.3466
H -7.71 -1.31 -2.40 0.2708
H -8.55 -0.06 -1.45 0.1766
H -9.21 -0.57 -3.01 0.2881
```